[1]
# C28H69BF4NO5P

A 8-piece molecular cluster, C28H69BF4NO5P overall in a non-equilibrium geometry (ωB97M-V/def2-TZVPD, OMol25).

Results
spin multiplicity = 1
DFT total energy = -62709.653 eV

Structure (XYZ):
```
109
Properties=species:S:1:pos:R:3:mulliken_charge:R:1
C -1.576 -5.557 -4.992 -1.15
C -1.077 -5.121 -3.663 -0.73
C -2.127 -4.316 -2.844 -0.54
C -2.485 -3.010 -3.739 -1.07
P -3.487 -1.868 -2.643 0.84
C -4.974 -2.748 -1.797 -1.29
C -5.818 -1.835 -0.908 -0.13
C -7.006 -2.599 -0.312 -0.74
C -6.561 -3.613 0.833 -1.31
C -2.377 -1.225 -1.392 -1.39
C -1.297 -0.231 -1.833 -0.75
C -0.538 0.481 -0.742 -0.86
C -1.351 1.464 0.085 -0.93
C -4.225 -0.436 -3.688 -1.11
C -5.384 -0.786 -4.603 -1.00
C -6.062 0.446 -5.215 -0.36
C -5.002 1.401 -5.803 -1.13
H -2.648 -5.991 -4.839 0.22
H -0.962 -6.383 -5.570 0.29
H -1.533 -4.677 -5.346 0.45
H -0.169 -4.598 -3.811 0.43
H -0.771 -5.982 -3.058 0.45
H -1.459 -4.072 -1.951 0.17
H -3.016 -4.800 -2.551 0.43
H -2.999 -3.428 -4.578 0.68
H -1.488 -2.682 -3.955 0.64
H -4.607 -3.648 -1.141 0.51
H -5.542 -3.431 -2.473 0.61
H -6.241 -0.974 -1.391 0.39
H -5.105 -1.590 0.142 -0.01
H -7.726 -3.019 -1.120 0.37
H -7.730 -1.863 0.155 0.38
H -7.396 -3.990 1.028 0.59
H -5.988 -3.051 1.728 0.24
H -5.946 -4.334 0.377 0.35
H -1.967 -1.949 -0.839 0.99
H -2.909 -0.811 -0.582 0.57
H -1.542 0.697 -2.396 0.28
H -0.575 -0.682 -2.601 0.27
H 0.441 0.857 -1.262 0.24
H -0.172 -0.179 -0.173 0.74
H -0.669 1.831 0.785 -0.08
H -2.299 1.029 0.552 0.21
H -1.578 2.215 -0.496 0.62
H -3.337 -0.137 -4.328 0.55
H -4.442 0.459 -3.162 0.72
H -6.055 -1.413 -3.864 0.22
H -5.064 -1.402 -5.272 0.62
H -6.578 1.125 -4.379 0.23
H -6.727 0.100 -5.994 0.37
H -4.596 2.141 -5.243 0.38
H -5.291 2.087 -6.746 0.28
H -4.184 0.736 -6.114 0.27
B 2.880 1.636 1.632 0.92
F 3.738 2.629 1.068 -0.67
F 2.866 0.543 0.864 -0.47
F 3.266 1.268 2.840 -0.15
F 1.531 2.206 1.733 -0.48
C 3.193 5.456 2.926 -0.18
C 3.767 6.355 3.923 0.09
N 4.309 6.995 4.738 -0.43
H 3.547 4.473 3.327 -0.09
H 2.100 5.329 2.819 0.39
H 3.475 5.785 1.728 0.19
C 6.436 -2.134 1.775 -1.68
C 5.865 -0.681 1.739 0.47
O 5.412 -0.528 0.434 -0.64
H 5.844 -2.732 1.386 0.58
H 6.727 -2.235 2.816 0.38
H 7.428 -2.147 1.106 0.27
H 6.705 -0.106 1.860 0.24
H 5.199 -0.302 2.464 -0.02
H 4.530 -0.003 0.491 0.43
C 2.534 5.083 -2.136 -1.43
C 2.001 4.067 -1.206 0.61
O 2.759 2.927 -1.446 -0.57
H 3.634 5.304 -1.835 0.26
H 1.891 5.961 -2.015 0.37
H 2.492 4.779 -3.105 0.42
H 0.939 3.781 -1.456 0.02
H 2.293 4.311 -0.252 -0.03
H 2.896 2.824 -0.563 0.37
C 1.570 -2.446 4.590 -1.25
C 2.597 -1.755 3.708 0.07
O 3.180 -0.706 4.469 -0.62
H 1.291 -3.335 4.113 0.41
H 0.748 -1.798 4.664 0.11
H 1.781 -2.649 5.571 0.40
H 2.456 -1.677 2.627 0.25
H 3.543 -2.446 3.776 0.21
H 3.058 0.226 4.103 0.35
C 6.302 2.601 4.501 -1.11
C 6.788 3.117 3.070 -0.35
O 8.200 2.995 2.954 -0.60
H 6.709 3.374 5.304 0.28
H 6.736 1.731 4.606 0.48
H 5.289 2.490 4.405 0.20
H 6.456 4.024 3.094 0.64
H 6.406 2.397 2.465 0.14
H 8.523 3.627 2.257 0.31
C -0.645 0.454 3.551 -0.85
C -0.063 1.566 4.468 -0.21
O 0.253 2.794 3.947 -0.57
H -1.371 0.830 3.023 0.54
H -0.796 -0.583 4.282 0.11
H 0.097 0.109 2.975 0.06
H 0.772 1.047 4.972 0.19
H -0.836 1.820 5.250 0.36
H 0.916 2.707 3.320 0.29
```

[2]
# C28H69N19O32

A 19-piece molecular cluster, C28H69N19O32 overall in a non-equilibrium geometry (ωB97M-V/def2-TZVPD, OMol25).

Results
spin multiplicity = 1
DFT total energy = -123941.916 eV

Structure (XYZ):
```
148
Properties=species:S:1:pos:R:3:mulliken_charge:R:1
C -13.325 17.191 21.512 -1.03
C -13.689 18.625 21.110 0.42
C -15.015 18.728 20.309 0.63
C -16.122 18.078 20.958 -0.10
N -17.008 17.500 21.411 -0.59
H -14.161 16.778 22.079 0.55
H -12.382 17.193 22.065 0.32
H -13.210 16.544 20.633 -0.04
H -12.969 19.132 20.479 -0.58
H -13.740 19.272 21.990 0.57
H -14.873 18.324 19.313 -0.14
H -15.293 19.783 20.099 0.17
C -10.331 20.925 22.094 -1.15
C -10.835 21.538 20.765 -0.29
C -10.451 20.648 19.525 2.41
C -8.968 20.609 19.269 -0.13
N -7.835 20.663 18.995 -0.77
H -10.602 21.500 22.981 0.42
H -9.255 20.686 22.109 0.34
H -10.828 19.963 22.231 0.13
H -10.504 22.559 20.487 0.44
H -11.940 21.547 20.748 0.21
H -10.897 20.962 18.573 -0.82
H -10.699 19.597 19.720 -0.51
C -14.696 15.623 18.205 1.12
C -15.964 15.581 18.996 -0.46
C -16.780 14.330 18.583 -0.90
C -16.091 13.067 18.789 0.35
N -15.534 12.074 18.841 -0.53
H -14.072 14.726 18.394 -0.69
H -13.987 16.417 18.385 -0.63
H -14.840 15.612 17.121 0.17
H -16.568 16.466 18.788 0.51
H -15.825 15.546 20.072 0.16
H -17.045 14.282 17.498 0.35
H -17.726 14.288 19.118 0.45
C -6.137 17.943 17.399 -0.66
N -6.504 17.151 18.570 0.76
O -7.665 16.731 18.566 -0.22
O -5.786 17.105 19.547 -0.55
H -5.051 17.869 17.278 0.34
H -6.334 18.932 17.777 0.23
H -6.743 17.615 16.555 0.13
C -15.434 22.500 17.685 -0.96
N -14.034 22.364 18.273 0.76
O -13.249 23.288 18.075 -0.55
O -13.733 21.288 18.803 -0.33
H -16.157 22.248 18.440 0.32
H -15.511 21.725 16.912 0.31
H -15.516 23.495 17.259 0.35
C -12.627 13.040 15.978 -0.46
N -12.898 13.500 14.629 1.21
O -13.923 14.093 14.404 -0.60
O -12.151 13.073 13.743 -0.59
H -12.870 11.976 16.015 0.36
H -13.166 13.646 16.681 -0.12
H -11.540 13.070 16.127 0.29
C -8.895 20.372 12.423 -0.64
N -9.702 21.534 12.795 1.04
O -9.283 22.304 13.655 -0.55
O -10.761 21.743 12.221 -0.57
H -7.990 20.740 11.954 0.33
H -9.449 19.744 11.738 0.37
H -8.607 19.794 13.285 -0.03
C -6.950 22.348 16.533 -0.93
N -7.708 21.141 16.106 0.95
O -8.939 21.150 16.255 -0.25
O -7.058 20.248 15.564 -0.57
H -7.357 22.668 17.486 0.26
H -7.009 23.069 15.732 0.29
H -5.933 21.947 16.726 0.31
C -14.415 17.283 14.579 0.38
N -15.178 17.893 13.482 1.05
O -16.144 18.609 13.688 -0.63
O -14.844 17.644 12.316 -0.56
H -13.790 16.544 14.107 -0.26
H -15.148 16.914 15.321 0.11
H -13.908 18.130 15.016 -0.07
C -8.318 13.578 19.543 -0.85
N -9.225 13.672 18.396 0.84
O -9.308 12.734 17.667 -0.57
O -9.987 14.599 18.385 -0.25
H -8.139 12.530 19.666 0.42
H -8.829 14.017 20.378 0.18
H -7.391 14.096 19.315 0.17
C -13.092 15.274 11.221 -0.49
N -14.179 15.344 10.292 1.10
O -15.275 14.919 10.564 -0.58
O -13.965 15.805 9.178 -0.64
H -13.486 14.826 12.142 0.09
H -12.886 16.325 11.359 0.21
H -12.307 14.694 10.753 0.32
C -9.548 16.681 21.246 0.22
N -8.266 16.490 21.947 1.18
O -7.694 15.408 21.860 -0.62
O -7.823 17.424 22.588 -0.63
H -9.257 16.957 20.217 -0.20
H -10.056 17.497 21.763 0.01
H -10.094 15.754 21.273 0.00
C -5.482 13.173 14.123 -0.76
N -6.467 14.143 14.866 0.95
O -7.617 13.797 14.894 -0.52
O -5.994 15.142 15.339 -0.51
H -5.493 13.485 13.078 0.27
H -5.898 12.136 14.158 0.28
H -4.501 13.249 14.590 0.31
C -10.092 18.164 17.208 -0.04
N -11.379 17.470 17.295 1.28
O -11.658 16.654 16.432 -0.28
O -12.081 17.681 18.270 -0.43
H -10.367 19.143 16.860 -0.15
H -9.502 17.541 16.516 0.15
H -9.677 18.148 18.223 -0.72
C -12.806 22.574 14.737 -0.85
N -12.519 21.173 15.204 1.26
O -11.919 21.053 16.268 -0.76
O -12.937 20.230 14.555 -0.53
H -13.887 22.754 14.729 0.29
H -12.436 22.733 13.726 0.33
H -12.327 23.281 15.390 0.13
C -10.035 15.582 13.843 -0.39
N -10.191 17.022 13.464 1.02
O -9.717 17.858 14.189 -0.23
O -10.842 17.243 12.494 -0.61
H -10.543 15.405 14.774 0.05
H -8.975 15.379 14.007 -0.19
H -10.496 14.970 13.065 0.38
C -4.907 17.081 11.369 -0.84
N -6.204 16.797 12.013 0.87
O -6.932 17.732 12.345 -0.46
O -6.437 15.611 12.298 -0.52
H -4.790 18.135 11.365 0.34
H -4.824 16.508 10.414 0.28
H -4.221 16.661 12.111 0.31
C -12.787 12.147 20.191 -0.55
N -11.696 11.987 21.174 0.85
O -11.092 13.016 21.513 -0.51
O -11.637 10.921 21.752 -0.55
H -13.687 12.400 20.756 0.32
H -12.981 11.214 19.663 0.32
H -12.526 12.960 19.523 0.07
C -10.345 24.277 17.920 -0.20
N -10.755 25.587 17.348 0.90
O -10.478 26.563 18.000 -0.58
O -11.522 25.575 16.372 -0.55
H -9.499 24.483 18.578 0.40
H -10.207 23.552 17.092 0.00
H -11.281 24.044 18.426 0.09
```

[3]
# C28H72Cl10NO21P5

A 11-piece molecular cluster, C28H72Cl10NO21P5 overall in a non-equilibrium geometry (ωB97M-V/def2-TZVPD, OMol25).

Results
spin multiplicity = 1
SMILES string = COP(=O)(OC)OC.COP(=O)(OC)OC.COP(=O)(OC)OC.COP(=O)(OC)OC.COP(=O)(OC)OC.CNC(C)=O.ClCCCl.ClCCCl.ClCCCl.ClCCCl.ClCCCl
DFT total energy = -246374.380 eV

Structure (XYZ):
```
137
Properties=species:S:1:pos:R:3:mulliken_charge:R:1
C -2.763 0.079 6.094 -0.68
O -2.509 1.043 5.082 -0.41
P -1.578 0.640 3.855 0.59
O -0.311 0.015 4.220 -0.25
O -2.512 -0.302 2.952 0.24
C -3.845 0.023 2.606 -0.94
O -1.458 1.983 3.021 -0.42
C -0.170 2.377 2.527 -0.41
H -2.200 0.277 7.002 0.30
H -2.480 -0.927 5.765 0.22
H -3.827 0.007 6.312 0.29
H -4.562 -0.671 3.053 0.33
H -3.964 -0.016 1.524 0.17
H -4.161 0.999 2.985 0.49
H 0.648 1.801 2.959 0.34
H 0.055 3.411 2.789 0.34
H -0.191 2.226 1.449 -0.12
C 0.644 -3.296 3.953 0.46
O 0.881 -3.663 5.310 -0.34
P 2.406 -3.643 5.814 1.31
O 3.294 -4.583 5.110 -0.74
O 2.800 -2.103 5.722 -0.29
C 2.158 -1.168 6.592 -0.58
O 2.278 -3.870 7.399 -0.37
C 1.985 -5.221 7.794 -0.76
H 1.548 -2.836 3.557 -0.07
H -0.177 -2.596 3.798 -0.42
H 0.383 -4.185 3.377 0.22
H 1.266 -1.599 7.049 0.32
H 1.866 -0.296 6.013 0.11
H 2.789 -0.869 7.429 0.32
H 2.052 -5.929 6.970 0.33
H 1.041 -5.262 8.332 0.26
H 2.754 -5.530 8.508 0.25
C -4.880 0.546 -2.544 -0.76
O -4.420 1.380 -1.485 -0.06
P -4.589 2.955 -1.615 0.60
O -5.872 3.395 -2.165 -0.77
O -4.248 3.487 -0.145 -0.45
C -3.123 2.930 0.530 0.64
O -3.281 3.348 -2.471 0.09
C -3.065 4.719 -2.807 -0.55
H -4.127 -0.226 -2.683 0.15
H -5.064 1.058 -3.489 0.34
H -5.831 0.075 -2.289 0.33
H -3.293 3.071 1.595 0.31
H -2.189 3.378 0.184 -0.35
H -3.047 1.846 0.402 -0.17
H -3.584 5.440 -2.178 0.36
H -3.405 4.886 -3.833 0.27
H -1.985 4.870 -2.819 0.02
C -3.036 -4.449 -7.010 -0.76
O -3.536 -3.196 -6.567 -0.29
P -2.754 -1.870 -6.983 0.82
O -2.289 -1.841 -8.365 -0.71
O -3.858 -0.771 -6.623 -0.34
C -3.389 0.573 -6.525 -0.61
O -1.605 -1.704 -5.881 -0.11
C -1.887 -1.748 -4.479 -0.42
H -3.752 -4.831 -7.739 0.27
H -2.928 -5.124 -6.157 0.28
H -2.048 -4.486 -7.478 0.35
H -3.325 0.903 -5.490 0.04
H -4.052 1.217 -7.103 0.39
H -2.420 0.715 -7.008 0.35
H -1.549 -0.792 -4.072 0.03
H -1.326 -2.541 -3.996 0.20
H -2.955 -1.842 -4.282 0.49
C 4.863 3.921 1.534 -0.89
O 3.661 3.485 0.889 -0.03
P 3.492 1.956 0.474 -0.73
O 2.175 1.615 -0.096 0.62
O 4.676 1.546 -0.503 -0.27
C 5.244 2.435 -1.457 -0.66
O 3.900 1.213 1.816 -0.31
C 3.738 -0.205 1.876 -0.26
H 5.459 4.569 0.888 0.27
H 5.508 3.107 1.860 0.42
H 4.548 4.535 2.376 0.24
H 6.333 2.414 -1.365 0.26
H 4.947 3.480 -1.370 0.28
H 5.058 2.055 -2.462 0.24
H 3.130 -0.532 2.726 0.12
H 4.710 -0.660 2.056 0.28
H 3.265 -0.666 1.009 -0.08
C -0.786 1.051 -1.751 0.78
N -0.201 0.283 -0.672 1.74
C -0.765 -0.811 -0.148 0.35
C 0.002 -1.493 0.982 1.32
O -1.841 -1.256 -0.537 -0.69
H -0.648 2.103 -1.470 -0.44
H -1.838 0.831 -1.894 -0.36
H -0.219 0.966 -2.682 -0.42
H 0.639 0.689 -0.272 -0.41
H -0.668 -1.472 1.841 -1.01
H 0.946 -0.996 1.188 -0.35
H 0.105 -2.540 0.704 0.10
Cl 2.807 6.611 0.248 -0.22
C 1.303 5.705 0.551 -0.38
C 0.831 4.912 -0.654 1.26
Cl 0.743 5.856 -2.155 -0.17
H 0.554 6.457 0.793 0.52
H 1.449 5.074 1.424 0.11
H -0.194 4.609 -0.432 -0.57
H 1.442 4.039 -0.869 -0.63
Cl -3.310 -5.795 0.334 -0.24
C -2.542 -4.161 0.479 0.02
C -3.237 -3.273 1.466 0.43
Cl -3.032 -3.957 3.140 -0.20
H -2.517 -3.735 -0.521 0.06
H -1.520 -4.393 0.768 0.07
H -4.303 -3.139 1.334 0.45
H -2.707 -2.327 1.495 -0.68
Cl 5.929 -3.111 1.163 -0.17
C 5.094 -4.102 2.401 -0.25
C 3.882 -4.806 1.813 -0.72
Cl 2.702 -3.645 1.179 0.02
H 4.862 -3.487 3.267 0.03
H 5.796 -4.850 2.769 0.43
H 3.399 -5.424 2.566 0.27
H 4.201 -5.416 0.971 0.43
Cl 4.295 -1.768 -2.126 -0.16
C 2.935 -0.701 -2.472 1.21
C 2.267 -1.112 -3.780 0.25
Cl 1.443 -2.688 -3.519 -0.21
H 3.277 0.331 -2.456 -0.55
H 2.182 -0.738 -1.684 -0.67
H 2.996 -1.173 -4.582 0.53
H 1.450 -0.443 -4.043 -0.46
Cl 2.469 2.920 -3.531 0.01
C 1.508 3.763 -4.795 -0.98
C 0.046 3.336 -4.755 0.49
Cl -0.149 1.682 -5.352 -0.10
H 1.956 3.557 -5.764 0.45
H 1.668 4.809 -4.557 0.34
H -0.626 3.982 -5.310 0.41
H -0.212 3.291 -3.697 -0.66
```

Q: Which LUMO values were calculated for the entries above? A: -0.650, -0.873, 0.179, in eV.
Q: Which highest occupied orbital energy values were calculated for the entries above? A: -8.3, -9.9, -9.7, in eV.